{"formula": "C30H90O40P10", "method": "wB97M-V/def2-TZVPD", "symbols": ["C", "C", "O", "O", "O", "H", "O", "H", "O", "H", "H", "H", "H", "H", "H", "H", "C", "O", "O", "O", "H", "H", "C", "H", "C", "C", "H", "C", "H", "H", "C", "O", "H", "P", "C", "H", "O", "O", "O", "H", "O", "O", "C", "H", "H", "H", "H", "C", "H", "H", "H", "H", "H", "C", "H", "P", "O", "H", "C", "H", "O", "O", "H", "O", "C", "H", "H", "O", "H", "O", "O", "H", "H", "C", "O", "O", "H", "O", "H", "H", "C", "C", "C", "C", "H", "C", "C", "H", "O", "C", "O", "H", "H", "H", "H", "H", "H", "H", "P", "C", "H", "H", "C", "P", "H", "O", "H", "H", "H", "C", "H", "O", "H", "H", "H", "C", "H", "H", "H", "P", "O", "H", "H", "C", "H", "O", "H", "H", "H", "H", "H", "H", "C", "H", "H", "O", "P", "H", "O", "P", "H", "O", "H", "O", "O", "O", "O", "H", "H", "O", "H", "O", "P", "H", "H", "P", "P", "C", "H", "H", "H", "H", "H", "H", "H", "H", "H", "H", "O", "C"], "positions_angstrom": [[3.1711, 3.9564, 2.3881], [-2.7413, -0.0951, -9.2507], [-1.0962, 3.6036, 7.2121], [-2.9191, -3.3647, 3.5834], [0.1075, -0.9494, 0.3337], [-1.8303, 5.5155, 7.6558], [4.0398, 1.0246, 4.4325], [-3.7964, -0.2042, 7.4947], [-1.5409, -4.9080, 1.8430], [1.4626, -3.3573, -6.9236], [-2.4699, 3.3500, 5.0773], [5.9887, 4.3141, -5.5538], [-2.2447, 0.8659, 4.3411], [4.3196, 0.5018, 1.1234], [1.3828, 0.6842, 6.3222], [-0.6420, 0.3868, -3.1142], [-2.7014, -0.9702, -5.0517], [-3.0677, -1.1504, -6.4051], [-6.2526, 0.3996, 5.9952], [0.6071, 1.4215, 1.0397], [-0.1188, 5.4820, 7.2647], [-7.1390, 1.2030, -6.5498], [7.3355, 0.7686, -3.6601], [-1.9632, 4.8559, 4.2998], [-7.8240, -2.9012, -3.4192], [-0.9311, 4.9012, 7.7018], [-2.0235, -0.7859, 4.9213], [-5.2725, -5.2618, 2.8511], [1.9445, 1.2252, 2.6363], [-3.7108, 0.3650, -9.0598], [6.7221, 2.2816, 0.1914], [2.8914, -1.2360, 5.0978], [4.4877, -2.4796, -4.0521], [3.9346, -0.5802, 4.2765], [0.8813, 1.1721, 2.4021], [-7.4481, 0.5769, 7.6998], [3.7974, -0.7805, 2.6357], [-0.4033, 3.6042, 4.7311], [6.7490, 3.5213, 0.8361], [7.2127, 0.9828, -2.5984], [6.3459, 1.1505, -4.5312], [4.2914, 3.4679, 1.6670], [-7.1246, 1.1242, 6.8144], [-5.8808, -5.4889, 1.9755], [-4.0356, -4.3898, -6.3729], [8.3257, 1.1501, -3.9090], [4.2281, -0.8061, -4.3279], [4.4582, 1.5073, 5.6806], [-1.6315, -1.1125, -4.8993], [2.9309, -2.6111, -6.3913], [-2.6583, 0.0131, -10.3321], [-0.7294, 4.9593, 8.7714], [4.5895, -1.2747, -2.7469], [0.3414, 0.3984, 6.1740], [0.0209, -0.2318, 7.0036], [-1.9978, -1.8545, -7.4186], [-4.0632, 1.6098, 6.6014], [2.7680, 2.5963, -2.8060], [3.8521, 5.4568, -0.8690], [-4.0692, -4.4010, -8.1566], [-0.5497, -1.4025, -7.3582], [5.5065, -1.0173, 4.6153], [7.4383, 4.6961, -4.5606], [2.1564, -3.7367, -4.9384], [3.2707, 1.7606, -2.3192], [-0.9651, -6.2518, 0.4287], [-5.5339, -1.0331, -1.2942], [-5.2755, -1.1548, -3.3974], [3.6872, 2.1727, 6.0691], [-0.5647, 1.4469, 6.1517], [-6.7841, 0.5170, -4.5817], [2.1339, -1.0744, 0.6153], [-4.2016, 1.1584, 8.5690], [4.7843, -0.2703, 1.7366], [-6.3913, -1.8157, -5.7408], [4.9397, 4.6133, -0.5560], [-1.9498, 0.5775, -8.9205], [-0.4421, 0.9040, -1.2208], [-2.1780, 0.7096, -2.3495], [-0.7544, -4.5699, 0.0125], [-1.7549, 3.7891, 4.3815], [-1.4236, -5.2668, 0.5171], [4.0145, -1.6011, -3.6134], [-2.6898, -0.1289, 4.3623], [4.2195, 6.4630, -1.0709], [-6.3378, 1.1928, -5.8108], [-5.3641, -0.4073, -2.1704], [-2.3794, -5.1957, -0.0019], [4.1883, 2.5341, -5.0597], [-1.2193, 0.2111, -2.2065], [6.1384, 3.4943, -3.6406], [2.6113, -6.1663, -2.0352], [-5.5986, -5.9144, 3.6609], [1.6502, -0.6106, -1.0437], [1.3916, -2.2200, -0.6551], [3.2645, 1.9628, -1.2481], [-8.3086, -3.1825, -2.4843], [7.5466, 2.1639, -0.5118], [-0.5166, 0.5094, 0.3535], [-3.8435, -3.8049, -7.2724], [-3.2585, -1.7346, -4.5099], [6.4042, -2.8720, 4.0215], [-3.6141, 0.8498, 7.7042], [-0.0086, 2.9949, 6.1492], [-3.5904, -1.4067, 0.5694], [-1.8826, 0.6872, 0.8600], [-4.6136, 0.3198, -1.8603], [3.1586, 5.5146, -0.0301], [4.9869, -3.0431, 4.8942], [6.3567, 4.5608, -4.5579], [-8.4569, -3.2146, -4.2495], [2.5861, -1.7376, -3.3675], [-6.0294, 2.2202, -5.6173], [1.4464, -1.9200, -5.9237], [5.1091, -1.0780, 1.0807], [1.8777, -5.3675, -2.1438], [3.1776, 5.0488, -1.6218], [1.3368, -5.3315, -1.1982], [-2.7410, -0.5086, 3.3419], [-2.9365, -4.2190, 2.3480], [-3.9753, -0.2033, 4.8304], [-6.8622, -3.4078, -3.3385], [-1.2316, -0.8601, -2.0054], [1.9304, -2.8873, -6.0585], [1.1364, -5.7291, -2.8564], [-3.4780, -3.4515, 1.0443], [-5.3621, -4.2106, 3.1248], [-7.9455, 1.5554, 6.2414], [5.7250, 2.1399, -0.2255], [-2.5320, 0.9438, 7.7950], [-2.1408, -1.8506, 1.3999], [5.7069, 0.0742, 2.2039], [-2.8788, -2.2234, 0.6897], [-6.2818, 0.1807, -2.1663], [6.8058, 1.5092, 0.9559], [-5.0804, 2.0936, 4.3069], [-6.5018, -1.0445, -4.4362], [-5.4314, 0.7905, -6.2634], [5.6430, 5.7359, 1.7043], [-4.8865, 1.0671, 5.3306], [-6.6174, 2.0401, 7.1177], [-7.7325, -1.5361, -3.5238], [4.6566, 0.8510, 6.5280], [1.4322, 3.1835, 6.4751], [-2.4646, -3.4283, -7.3150], [-3.9060, -5.5515, 2.5542], [-2.5351, -1.5111, -8.9002], [0.5186, 2.0660, 2.9095], [7.5557, -0.2941, -3.7610], [2.4757, -4.0800, -2.3571], [5.9689, 5.5345, -4.2588], [4.6311, 1.6622, -2.6190], [5.4263, 4.4891, 0.9768], [-1.9555, 3.2665, 3.4462], [0.2892, -0.2841, 5.3258], [5.2091, 2.2074, -4.0566], [1.7318, -3.1291, -3.4781], [5.8598, -2.3929, 4.8353], [3.1381, 5.0323, 2.5595], [0.4151, 0.3540, 2.9512], [2.8345, 0.7778, -2.4982], [-4.5430, -2.9764, -7.1610], [6.4015, -2.4530, 5.7792], [2.9470, 3.5042, 3.3542], [-3.0501, 0.0115, -4.7312], [5.2731, 2.2178, 5.5424], [2.2901, 3.7390, 1.7842], [-2.3850, -2.2747, -0.2806], [0.2800, -3.0280, -3.2686], [1.4113, -1.2371, -0.1844]], "atomic_forces_ev_per_a": [[-1.43, 0.58, -0.35], [0.70, 0.04, -1.13], [0.85, -1.44, -1.31], [0.53, -0.84, -1.78], [-1.13, -0.12, 0.74], [-0.34, -0.39, -0.74], [-0.11, -2.41, -0.91], [-0.18, -0.15, 0.31], [-1.90, 1.52, 3.01], [-0.29, -0.49, 0.60], [0.21, 0.11, 0.44], [0.04, 0.05, 0.05], [-0.39, 0.15, 0.24], [0.15, 0.18, 0.18], [-0.16, 0.16, -0.06], [-0.15, -0.29, -0.14], [-0.25, -0.61, 0.53], [1.28, 0.02, -1.90], [3.65, -1.01, -2.64], [-0.59, -1.07, -1.37], [0.05, -0.30, -0.45], [0.01, -0.20, 0.22], [2.68, -1.25, 1.16], [0.01, -0.11, -0.14], [-0.90, -2.17, 0.47], [0.28, 2.17, 1.16], [-0.17, -0.77, 0.13], [-0.31, -0.04, -0.04], [0.13, -0.57, -0.60], [-0.17, -0.75, 0.82], [-0.96, -1.09, 0.34], [0.85, 0.45, -1.16], [-0.38, -0.33, 0.28], [1.68, -0.10, -0.80], [0.21, 1.93, 1.93], [0.12, -0.29, -0.42], [-0.18, 0.13, 2.61], [0.76, -0.41, 0.97], [-1.56, 2.62, 0.67], [-0.60, 0.14, -0.08], [-2.59, 1.03, -0.13], [1.77, 0.89, -0.45], [-0.31, 2.49, 0.57], [0.02, 0.15, -0.03], [0.40, -0.28, -0.04], [-0.16, 0.82, -0.35], [-0.76, 0.12, -0.24], [-0.15, 2.57, 1.66], [0.04, 0.21, 0.05], [0.16, 0.00, -0.22], [0.06, -0.70, -0.14], [0.27, -0.85, 0.14], [-0.55, -0.41, 0.54], [0.91, -2.15, 0.88], [0.36, -0.09, 0.29], [0.17, 0.10, -1.09], [-0.67, 0.37, -2.77], [-0.03, -0.33, -0.33], [-1.05, 0.55, 0.84], [0.04, 0.13, 0.04], [-2.88, -1.63, 1.00], [-1.89, 0.37, -0.71], [0.04, -0.04, -0.37], [-0.83, 0.25, 2.37], [-0.67, 0.02, 1.05], [-0.32, -0.09, 0.14], [0.37, -0.71, -0.31], [0.52, 0.38, -0.03], [-0.46, -0.12, -0.13], [-0.48, 3.10, -0.62], [0.56, -0.01, -0.70], [0.09, -0.44, -0.14], [0.43, 0.00, 0.10], [0.35, -0.17, -0.49], [0.46, 1.66, 3.08], [0.77, -0.84, 0.66], [0.09, -0.39, 0.70], [0.61, 0.55, 1.99], [-0.17, -0.38, 0.35], [0.11, 0.15, -0.03], [-1.23, -0.15, -0.52], [0.41, -0.18, -2.13], [0.37, 0.09, -0.58], [0.99, 1.32, -0.58], [-0.17, -0.13, -0.31], [0.18, 0.22, -0.16], [-1.90, 0.42, 0.95], [0.09, -0.45, -0.11], [0.46, -0.64, 0.41], [0.82, 0.47, -0.41], [-1.52, -1.40, 0.57], [0.43, 0.45, -0.21], [0.15, 0.17, 0.07], [-0.08, 0.48, 0.18], [0.01, -0.27, 0.78], [-0.35, -0.04, 0.15], [-0.34, 0.36, 0.04], [-0.25, 0.33, -0.12], [0.74, 0.50, -2.68], [-0.67, -0.01, 0.31], [0.24, 0.15, 0.35], [0.50, 0.77, -0.17], [-0.04, -1.30, 0.37], [0.40, -0.12, 1.34], [-0.49, -0.34, 0.28], [0.11, -0.76, 0.90], [0.81, -0.39, -1.09], [0.13, 0.27, 0.42], [-0.35, 0.28, 0.40], [0.92, 0.14, -0.54], [0.39, -0.72, 0.03], [-0.30, -1.00, 0.21], [-0.55, 0.01, 0.71], [-0.49, -0.36, 0.72], [-0.27, -0.19, -0.03], [-0.58, -0.75, 1.02], [0.80, -0.13, -0.60], [0.04, 0.13, 0.14], [0.18, -0.67, -0.60], [-0.12, -1.43, 0.94], [-1.66, 0.01, 0.61], [0.16, -0.02, -0.62], [-0.37, 0.02, -0.05], [1.26, 1.05, -1.52], [0.20, 0.60, -0.54], [-0.36, -0.88, 0.87], [-0.34, -0.10, 0.15], [-0.31, -0.75, -0.13], [0.30, -0.21, -0.74], [-0.17, 0.54, 0.20], [0.01, -0.39, 0.16], [-0.36, 0.27, 0.39], [0.57, 1.46, -0.51], [-0.06, 0.16, -0.26], [0.31, -0.07, 0.05], [0.31, -0.58, -0.27], [-0.64, -1.15, -2.12], [-0.20, -0.80, 0.20], [-0.09, -0.37, -0.22], [-1.78, 0.46, 3.98], [0.14, 0.00, 0.62], [1.02, 2.88, -0.31], [0.20, -0.76, -0.70], [-2.05, -0.40, -0.61], [1.75, 1.89, 0.08], [1.79, 2.04, -0.96], [-1.07, 1.56, 0.75], [-0.22, 0.08, 0.27], [-0.68, -0.32, 0.06], [-0.70, 0.60, -2.03], [-0.57, -0.36, 0.44], [2.74, 0.52, -2.36], [0.07, -2.02, 0.02], [0.22, 0.31, -0.29], [-0.06, 0.47, -0.55], [0.75, 1.33, 0.59], [1.69, -0.38, -0.60], [-0.67, -0.69, 0.24], [0.62, 0.09, -0.13], [-0.06, -0.59, -0.85], [-0.50, 0.29, -0.21], [0.25, 0.28, -0.39], [0.08, 0.02, -0.22], [0.92, -0.47, 0.05], [0.20, 0.03, -0.01], [0.46, -0.52, -0.18], [-0.14, -0.04, -0.18], [0.10, -0.51, 0.01], [0.66, 0.56, 0.14], [0.22, 0.39, -0.71]], "s_squared": 0.76, "largest_force_ha_per_bohr": 0.08974, "homo_lumo_gap_ev": [9.589, 2.284], "total_energy_ev": -207367.029, "homo_energy_ev": [-11.687, -11.687], "charge": 1, "spin_multiplicity": 2}